162
Properties=species:S:1:pos:R:3:lowdin_charge:R:1 method="wB97M-V/def2-TZVPD" energy_ev=-143698.924 charge=-1 gap_ev=3.9 homo_ev=-3.68
C -4.600 -7.087 7.310 0.0061
H -4.049 -6.246 6.895 0.1214
H 7.494 6.445 1.326 0.1079
N -2.717 -5.085 -7.307 -0.3293
C -7.277 -5.130 3.228 -0.0769
H -2.563 1.620 -2.208 0.0410
C 9.424 1.934 1.963 -0.0532
C -5.795 -3.384 3.998 -0.1422
O -1.049 -1.687 -2.573 -0.4118
H -1.618 -2.600 -7.270 0.1172
H 1.427 -3.616 -1.690 0.1401
C -3.416 -0.639 1.252 -0.3700
H 2.745 -2.166 0.681 0.1336
N -3.826 -8.537 5.451 -0.3154
H 2.475 -6.578 1.195 0.0822
H 1.608 -1.810 -2.200 0.1456
H -1.926 -2.063 -2.937 0.0546
H -6.329 -6.986 2.679 0.1062
H 0.526 -5.081 -0.346 0.1183
O 12.269 5.402 3.486 0.0584
H 12.663 0.881 1.918 0.1077
N 11.106 5.036 3.258 -0.3266
O -0.474 -2.899 0.648 -0.1145
H 10.372 0.078 1.415 0.1121
C -0.646 -5.659 -6.066 -0.0057
H -1.301 7.730 3.620 0.1057
C 9.610 3.233 2.442 0.0009
H -0.015 1.222 2.103 0.0791
C -0.341 5.273 1.468 -0.1349
H 3.312 -4.889 1.269 0.0805
C -4.586 2.340 -2.025 -0.0494
C 6.859 5.992 0.568 -0.0636
O -6.508 4.276 -5.897 0.0097
O -0.121 3.558 -0.080 0.0508
C 2.511 -5.514 0.688 -0.1155
H -6.399 6.415 -6.634 0.0971
C 1.047 5.333 1.654 0.0040
O 4.330 2.285 -0.946 0.0578
C -1.193 6.131 2.177 0.0016
C 3.629 -2.869 -1.798 -0.2312
H -3.775 9.443 -8.175 0.1149
H 6.969 7.691 -0.753 0.1080
O 10.101 5.737 3.446 0.0521
C 2.045 -2.630 -1.450 0.0028
C 5.536 4.132 -0.224 -0.1374
C 5.337 -1.912 -0.332 -0.2451
C -4.690 -4.224 3.805 0.0143
H 0.520 -1.952 -6.215 0.1115
C 1.580 6.265 2.546 -0.0703
C -5.484 6.687 -7.157 -0.0629
O -3.866 -9.655 4.916 0.0601
C 6.346 4.708 0.764 -0.0053
C -4.889 -5.521 3.329 -0.0683
C 5.230 4.836 -1.396 0.0042
H -6.582 -7.842 9.972 0.1059
C 1.726 -2.236 0.109 -0.1695
C -1.018 -3.358 -6.770 -0.0019
B 1.366 -3.036 2.625 -0.2998
C 6.562 6.693 -0.602 -0.0718
H -5.333 -10.389 6.750 0.1174
C 12.011 2.840 2.541 -0.0038
C 11.812 1.543 2.065 -0.0679
N 5.015 2.773 -0.035 -0.3115
H 5.779 -0.532 -2.202 0.1095
H -2.273 6.092 2.046 0.1190
C 0.190 -2.988 -6.177 -0.0592
H 0.275 0.673 -1.777 0.0311
C 10.906 3.680 2.733 -0.1433
H -5.842 8.806 -6.981 0.1064
N -5.595 -2.028 4.523 -0.3272
O -3.377 -4.207 -7.881 0.0537
C -3.281 2.449 -4.063 -0.0530
H 4.599 4.403 -2.169 0.1218
B -0.576 -1.438 0.429 -1.2244
O 5.292 2.190 1.023 0.0584
C -5.319 -6.913 8.494 -0.0645
H 2.567 -4.497 3.927 0.0811
H 0.367 0.012 4.446 0.0604
C -4.348 3.062 -4.721 -0.0066
C -3.154 7.385 -8.512 -0.1488
C -5.534 3.319 -4.020 -0.1502
H -4.672 2.057 -0.978 0.1029
H 2.657 6.324 2.692 0.1046
C -0.682 0.527 4.269 -0.2216
H -1.484 -0.193 4.759 0.0592
C -7.091 -3.831 3.706 -0.0080
C -6.179 -5.972 3.045 -0.0747
H -8.279 -5.488 3.001 0.1031
N -0.906 4.312 0.514 -0.3087
O -7.670 4.227 -4.036 0.0573
C -5.659 2.956 -2.672 -0.0040
C 10.522 1.092 1.780 -0.0642
C 0.984 -4.909 0.743 -0.1679
C -3.461 6.033 -8.310 0.0058
O 5.923 -2.016 0.894 -0.0526
H 5.841 0.319 -0.424 0.0741
H 0.737 -5.145 3.560 0.0591
O -3.175 -7.575 5.018 0.0537
H 6.587 4.175 1.681 0.1061
O 4.708 -3.154 -0.839 -0.0135
H -3.678 -3.888 4.022 0.1239
H 13.023 3.176 2.758 0.1173
C -4.004 8.390 -8.030 -0.0081
P -1.607 -0.868 1.938 0.9824
N -0.704 0.883 -1.446 -0.2068
H -4.240 3.334 -5.769 0.0964
O -2.135 4.313 0.352 0.0639
H 2.804 -1.632 2.826 0.1206
H 8.744 3.876 2.582 0.1008
H -2.808 5.242 -8.674 0.1184
H -4.186 -0.742 2.158 0.0189
C -5.172 8.034 -7.354 -0.0646
H 4.175 -0.159 -1.213 0.1087
O 1.823 -1.682 3.095 -0.0145
C 0.734 7.126 3.247 -0.0806
O -1.229 6.835 -9.686 0.0556
H -4.038 -6.183 3.183 0.0978
N -1.937 7.752 -9.247 -0.3295
H 5.517 6.674 -2.488 0.1095
C -0.649 7.058 3.068 -0.0719
O -4.432 -1.663 4.751 0.0485
C 0.562 -5.277 -5.478 -0.0639
H -2.354 2.252 -4.597 0.1092
C -0.969 0.811 2.656 -0.4157
H -1.882 1.562 2.627 0.0694
C -1.435 -4.695 -6.707 -0.1490
H 0.318 -5.575 1.464 0.1152
C 5.321 -0.465 -1.124 -0.0069
C -4.631 5.689 -7.629 -0.0636
H 1.180 -6.018 -4.976 0.1078
H -7.957 -3.189 3.847 0.1150
C 0.975 -3.945 -5.531 -0.0594
P -1.424 -0.758 -1.148 0.8980
O -1.691 8.959 -9.389 0.0503
C 1.429 -4.232 3.798 -0.0479
C -4.599 -8.341 6.683 -0.1399
C -6.033 -9.226 8.415 -0.0730
H -0.956 -6.701 -6.013 0.1157
C 5.747 6.121 -1.580 -0.0649
O 0.838 -1.040 0.291 -0.1118
N -6.651 3.987 -4.699 -0.3088
C -6.029 -7.981 9.045 -0.0772
H 8.422 1.577 1.737 0.1091
C -5.320 -9.412 7.229 -0.0033
H 1.913 -3.651 -5.065 0.1010
O -6.600 -1.327 4.711 0.0478
H -0.548 1.342 -0.500 0.0203
H -3.483 0.454 0.796 0.0245
H -3.707 -1.483 0.484 0.0357
H 1.720 4.669 1.116 0.1155
H -5.323 -5.944 8.990 0.1099
O 3.961 -2.844 -3.118 -0.0435
H -6.590 -10.053 8.849 0.1059
C -3.400 2.093 -2.718 -0.0555
C 0.889 -3.303 1.061 -0.2763
H 2.825 -5.541 -0.447 0.0757
O -3.067 -6.270 -7.201 0.0516
H 0.978 -3.729 4.782 0.0858
H -6.575 3.145 -2.117 0.1148
H -4.880 4.642 -7.470 0.0861
H -0.689 1.509 4.921 0.0558
H 1.155 7.855 3.937 0.1042

142
Properties=species:S:1:pos:R:3:lowdin_charge:R:1 method="wB97M-V/def2-TZVPD" energy_ev=-89999.807 relative_energy_kcal_mol=0.0 gap_ev=9.7 homo_ev=-9.26
H -3.896 0.413 1.960 0.0875
H -3.479 -5.982 -7.250 0.1050
H 4.074 -5.495 4.166 0.0690
N 8.505 -6.360 1.631 0.0617
H 2.799 0.266 0.717 0.1051
C -8.893 -1.175 -2.264 -0.0870
C 5.872 6.878 0.942 -0.0788
H -3.510 -3.203 3.560 0.0987
F -2.102 8.374 -2.223 0.0840
H 10.120 -5.105 1.742 0.1047
C -2.125 -2.756 1.971 -0.0729
H 5.153 -0.586 -2.762 0.1057
H 1.754 6.317 -1.276 0.0871
N 1.895 0.649 -1.082 0.0670
H 1.167 0.972 -2.970 0.1062
H 1.054 3.204 -1.355 0.0779
H 1.261 4.311 0.004 0.0833
C -8.859 -2.973 -4.293 -0.1568
C -2.942 -3.586 2.723 -0.0732
H -5.440 2.877 -3.535 0.1048
C 9.482 -5.657 1.062 -0.1478
C -2.953 2.228 4.648 -0.0789
N -2.446 5.958 2.407 0.0617
H 6.916 -7.617 1.305 0.1020
C -1.588 2.056 4.484 -0.0735
F -1.038 10.226 -1.801 0.0951
H 1.822 5.289 -2.695 0.1184
H -0.697 2.180 -0.150 0.0594
H 6.542 5.244 -0.291 0.1012
H -2.034 -1.702 2.205 0.0732
H -5.528 -5.273 -8.488 0.1012
B 0.318 8.200 -2.168 -0.1664
H -9.991 0.004 -3.690 0.0997
C -1.388 8.534 2.307 -0.0733
H -0.082 1.152 3.239 0.1025
C -5.610 -5.407 -4.704 -0.1471
C 4.124 -0.217 -0.912 -0.0913
C 3.682 -4.565 0.787 -0.1525
H -3.340 2.815 5.470 0.1042
C -4.165 1.794 -0.608 -0.1550
C -5.171 2.211 -2.725 -0.0790
N 3.321 -5.631 1.496 0.0595
C 2.027 0.623 -2.406 -0.1560
N -2.349 -5.467 1.360 0.0481
H -0.880 2.501 5.169 0.0997
H 2.159 -6.324 3.037 0.1102
H 4.407 -4.748 0.000 0.1005
C -5.517 -5.322 -7.408 -0.0707
C -9.483 -0.935 -3.493 -0.1664
C 3.546 6.792 1.438 -0.1483
H -5.683 -5.430 -3.621 0.1009
H -3.565 -6.057 -4.755 0.1025
H -4.209 3.730 -1.536 0.0966
C 7.154 -6.738 4.697 -0.0820
H -0.666 4.793 -2.271 0.1212
C -5.502 0.867 -2.776 -0.0716
H 4.938 -0.537 -0.275 0.1033
H -2.856 6.163 0.410 0.1006
H -0.573 3.447 1.092 0.0625
H 6.042 -6.283 2.910 0.0684
H 5.867 -6.243 7.779 0.0988
H -0.188 6.737 -3.397 0.1208
C -4.427 -5.758 -5.335 -0.0687
H -8.925 -0.428 -1.482 0.1005
H 8.036 -7.084 4.174 0.0878
C -0.975 9.088 -2.531 -0.5483
C 7.705 -7.052 0.821 -0.1531
C 8.859 -6.335 -1.133 -0.0818
C -3.017 -4.927 2.378 -0.1648
H 7.941 -7.064 6.677 0.0968
N -1.955 0.723 2.527 0.0568
H 0.962 8.514 -1.217 0.1008
H 10.510 -5.017 -0.711 0.1002
N 0.637 7.058 -2.900 0.0934
H -0.777 -2.692 0.294 0.1010
H 2.656 7.192 1.914 0.1041
C -4.383 -5.715 -6.718 -0.0799
H 3.521 -2.458 0.404 0.0690
C 2.434 -5.440 2.473 -0.1827
H -4.884 1.749 3.821 0.1034
H 3.217 0.185 -4.138 0.1016
C 2.933 0.233 -0.360 -0.1584
C -1.424 -3.303 0.909 -0.0759
C 7.102 -6.726 6.083 -0.0776
C -8.240 -3.315 -3.098 -0.0753
H -0.976 9.535 2.267 0.1071
N -9.475 -1.809 -4.498 0.0530
C 1.874 -4.208 2.774 -0.0693
C 9.700 -5.609 -0.307 -0.0745
H 4.850 8.343 2.147 0.1014
H 6.844 7.348 1.021 0.1055
F -1.097 9.441 -3.829 0.1152
C -0.635 3.248 0.026 -0.0938
C 5.708 5.712 0.213 -0.0702
C -3.812 1.637 3.736 -0.0623
H -1.930 8.463 0.224 0.0837
H -1.039 -5.121 -0.177 0.1004
C 4.241 -0.241 -2.292 -0.0772
C 4.441 5.152 0.143 -0.1504
H -1.956 5.946 4.397 0.0983
C 0.543 3.908 -0.706 -0.2429
C 7.839 -7.075 -0.559 -0.0684
C 4.947 -5.850 4.702 -0.1463
C -1.917 7.944 1.171 -0.0626
H -7.789 -2.618 -1.118 0.1046
H -3.625 2.119 0.276 0.0854
H -0.506 5.739 -0.787 0.1015
H -6.034 0.451 -3.621 0.1012
N 4.879 -5.831 6.032 0.0527
C 3.188 -3.288 1.010 -0.0626
C 6.050 -6.293 3.990 -0.0673
C -8.261 -2.393 -2.066 -0.0901
H -7.556 -4.673 -7.184 0.1044
C -1.934 6.540 3.489 -0.1590
H -8.862 -3.660 -5.127 0.0816
N -4.481 0.502 -0.640 0.0611
N 3.372 5.672 0.741 0.0527
H 8.997 -6.325 -2.207 0.1047
H 1.156 -4.114 3.577 0.1080
H -5.379 -0.998 -1.707 0.0977
C -1.397 7.819 3.494 -0.0745
H -3.642 -5.610 2.944 0.0990
C -5.136 0.059 -1.711 -0.1534
C -3.264 0.894 2.702 -0.1678
C 4.768 7.433 1.569 -0.0701
N -6.710 -5.027 -5.350 0.0536
C -1.572 -4.656 0.646 -0.1643
H -1.569 3.698 -0.308 0.0460
C 3.170 0.186 -3.058 -0.0694
H -7.758 -4.274 -2.987 0.0817
H 1.849 -2.130 2.230 0.1030
C 5.946 -6.266 6.697 -0.1662
C -1.143 1.301 3.409 -0.1581
H 4.268 4.240 -0.419 0.1046
C 0.038 5.116 -1.500 -0.2101
C 2.262 -3.110 2.025 -0.0739
C -4.488 2.688 -1.617 -0.0696
C -6.649 -4.989 -6.680 -0.1469
H -0.996 8.241 4.405 0.0992
C -2.432 6.660 1.277 -0.1577
H 7.159 -7.658 -1.165 0.1029
C 1.169 5.926 -2.102 -0.2120

166
Properties=species:S:1:pos:R:3:lowdin_charge:R:1 method="wB97M-V/def2-TZVPD" energy_ev=-155332.639 gap_ev=8.6 homo_ev=-9.71
C -0.391 6.422 -3.865 -0.0650
H -0.808 0.821 7.702 0.1081
H -1.272 1.517 0.205 0.0911
O 3.282 2.505 -2.806 0.0876
C -0.001 5.890 -5.077 -0.0604
H 3.042 7.187 -1.467 0.1048
H 0.521 -0.469 1.544 0.1171
C 1.109 0.332 -5.448 -0.5392
H -1.956 -0.467 -3.385 0.1111
N -0.156 7.006 1.803 -0.3569
H -5.401 2.878 2.858 0.1185
C 5.573 -1.804 -3.211 -0.0538
H -2.574 0.443 7.646 0.1299
C 0.455 -0.777 -0.492 -0.4563
C 1.770 0.572 4.920 -0.0561
S -1.993 -0.016 4.680 0.6397
C -1.840 -0.485 -0.451 -0.1419
O 1.535 -0.155 -4.257 0.0416
O 2.549 1.668 9.389 0.0779
O -3.386 -5.858 -3.576 0.1325
O -1.529 2.174 -2.246 0.0562
H 0.314 -5.632 -3.392 0.1203
N -6.194 -4.342 4.373 -0.3446
C -3.348 4.754 4.502 -0.4674
C -1.231 0.487 0.564 -0.1223
C -4.515 2.941 3.499 -0.1723
H -5.271 3.965 5.285 0.1238
O -1.727 3.876 -0.975 0.0714
H 5.006 -2.680 -1.396 0.0896
C -5.749 -3.436 3.301 -0.1422
C -1.615 -4.597 -0.992 -0.1584
C 5.190 -4.540 1.141 -0.0656
H -0.158 -2.612 -5.369 0.0194
H 5.345 -5.604 1.002 0.1097
C -3.804 -4.205 -1.867 -0.0435
C 4.714 0.382 -3.714 -0.0051
H -2.923 0.668 -4.386 0.1407
C 2.646 2.469 6.775 -0.0033
C -6.651 -3.078 2.338 0.0015
O -3.012 -1.333 -4.951 -0.1694
C -0.946 4.234 -3.119 -0.1336
H 0.999 0.916 0.611 0.1165
H -2.563 -2.671 -0.876 0.0631
H 1.115 -5.124 -1.058 0.0939
C 3.890 -4.069 0.950 -0.0609
O -2.385 -3.223 -6.539 -0.1609
H 5.821 -0.711 -5.108 0.1087
O -2.559 4.140 3.574 0.0040
H -5.364 4.878 3.778 0.1302
H 2.388 -1.993 -3.948 0.1187
C -3.047 -5.287 -2.581 -0.5090
H 1.140 -0.555 6.653 0.1178
C 6.011 -2.359 1.764 0.0104
C 6.241 -3.711 1.517 -0.0545
O -7.340 -4.753 4.365 0.0771
H 3.319 3.648 5.217 0.1127
O -1.303 -3.018 -4.312 -0.2086
C 0.603 5.025 0.575 -0.0094
H -0.275 0.382 -4.923 0.0877
C -4.769 4.155 4.339 -0.0659
C 2.329 6.587 -0.913 -0.0616
H -1.138 2.685 6.264 0.1395
N 2.001 0.921 8.596 -0.3497
C 1.573 7.188 0.090 -0.0016
O -0.088 8.203 1.977 0.0815
H -0.147 4.425 1.067 0.1112
H -2.517 0.053 -1.110 0.1176
C 1.827 -5.470 -1.804 -0.1413
H -0.259 7.471 -3.634 0.1116
C 1.545 0.367 6.263 -0.0184
C 1.282 -6.055 -3.109 -0.0502
C 4.698 -1.905 1.710 -0.1548
H -3.713 -3.260 4.089 0.1218
O 3.256 -0.117 1.985 0.0602
O -3.347 -0.473 4.639 -0.2152
H -0.831 -4.000 -1.462 0.1074
O -1.393 -0.328 6.151 -0.2106
N 3.450 1.641 -1.981 -0.3263
C 2.243 -5.504 -4.155 -0.4818
H -1.503 0.684 -6.169 0.1721
C -2.318 -0.234 -4.387 -0.1322
C -1.983 2.000 6.200 -0.1262
C 2.006 1.307 7.186 -0.1550
C -4.058 -2.125 2.310 -0.0961
C 4.327 -0.615 -1.560 -0.0057
H -4.359 1.967 3.958 0.0964
C 2.507 1.697 4.537 -0.0514
C 4.232 0.478 -2.404 -0.1302
C -6.244 -2.235 1.292 -0.0494
C 1.416 -1.565 -4.192 -0.0981
C 3.695 -2.715 1.222 -0.0148
H 2.574 1.779 3.458 0.0969
O 5.326 0.180 2.408 0.0911
C -0.078 4.522 -5.318 -0.0477
H -2.708 2.415 2.425 0.1022
H 2.496 -6.243 -1.418 0.1175
S -1.887 -2.409 -5.471 0.7274
C 2.824 2.709 5.423 -0.0474
H 3.100 -4.745 0.665 0.1002
H -3.028 -1.790 2.320 0.0897
H -1.261 -5.022 -0.052 0.1274
C -4.430 -2.978 3.336 0.0063
H -1.740 0.430 1.524 0.0820
H 2.794 4.766 -2.006 0.0931
H -2.332 -1.313 0.061 0.0757
H 0.397 6.514 -5.867 0.1101
C -0.511 3.681 -4.316 0.0079
H 0.301 4.135 -6.254 0.1113
H 7.268 -4.041 1.575 0.1093
C -1.182 -0.005 -5.387 -0.1102
C 0.760 -2.047 -5.509 -0.1304
C -3.286 3.299 2.696 -0.1695
H -3.300 -3.830 0.250 0.0975
H -4.593 -4.784 -1.375 0.1308
N 4.392 -0.523 2.071 -0.3318
O 2.995 1.643 -0.863 0.0757
C -2.851 -3.711 -0.730 -0.1129
O 3.094 -4.626 -3.583 0.0351
C 0.785 6.361 0.884 -0.1389
O -2.966 5.585 5.260 0.1379
H 1.616 -0.908 -7.125 0.1501
O -0.702 -1.065 -1.113 0.0229
O -5.368 -4.656 5.218 0.0731
H -7.681 -3.393 2.422 0.1210
H -2.934 2.447 6.482 0.1319
H 2.015 -3.378 -2.296 0.1004
H 1.197 -7.136 -3.100 0.1302
C 4.960 -1.766 -1.970 -0.0673
C -1.692 0.734 7.080 -0.1120
H 4.517 1.136 -4.462 0.1207
N -1.395 3.373 -2.026 -0.3190
O -0.902 -1.231 -6.065 -0.3664
H -0.122 -0.656 -6.943 0.1100
H -4.649 -1.094 0.496 0.1021
C 1.352 4.480 -0.447 -0.0860
O 2.214 -5.724 -5.323 0.1358
O -0.996 6.300 2.307 0.0819
O 1.523 -1.220 -0.828 0.1044
O -1.941 -5.645 -1.898 0.0296
H 1.698 8.248 0.244 0.1164
H -0.512 2.609 -4.432 0.0903
C 2.169 5.239 -1.263 -0.0527
H -3.554 3.714 1.719 0.1303
C 0.243 0.134 0.675 -0.0532
H 6.120 -2.699 -3.478 0.1131
O -1.946 1.598 4.839 -0.2117
H 3.435 -3.966 -1.614 0.0828
H 1.423 -2.762 -6.005 0.1336
H 1.317 3.413 -0.637 0.0875
O -0.999 -0.434 3.743 -0.2298
C -0.894 5.611 -2.859 0.0049
H 2.670 -2.359 1.237 0.1123
H 0.693 -1.855 -3.425 0.1057
H 3.751 -0.518 -0.648 0.0848
O 1.010 1.506 -5.672 0.0957
H 1.483 -0.131 4.153 0.0920
O 1.531 -0.162 8.914 0.0642
H -4.318 -3.455 -2.458 0.1238
C 2.644 -4.277 -2.293 -0.1864
H 3.070 3.118 7.529 0.1197
H -6.933 -2.023 0.488 0.1083
H -1.199 5.965 -1.886 0.1193
C -4.947 -1.751 1.303 -0.0786
C 5.466 -0.723 -4.087 -0.0543
C 0.810 -0.797 -6.402 -0.0947
H 6.794 -1.642 1.961 0.1214